1.
{
  "formula": "C26H56BrF5O11S7",
  "method": "the ωB97M-V functional and the def2-TZVPD basis",
  "species": ["C", "C", "C", "C", "C", "C", "C", "C", "C", "C", "C", "C", "C", "O", "S", "O", "O", "O", "C", "Br", "S", "O", "O", "C", "F", "F", "C", "F", "F", "F", "H", "H", "H", "H", "H", "H", "H", "H", "H", "H", "H", "H", "H", "H", "H", "H", "H", "H", "H", "H", "H", "H", "H", "H", "H", "H", "C", "S", "O", "C", "H", "H", "H", "H", "H", "H", "C", "S", "O", "C", "H", "H", "H", "H", "H", "H", "C", "S", "O", "C", "H", "H", "H", "H", "H", "H", "C", "S", "O", "C", "H", "H", "H", "H", "H", "H", "C", "S", "O", "C", "H", "H", "H", "H", "H", "H"],
  "positions_angstrom": [[7.96973, 0.23268, 0.87665], [6.94686, -0.64500, 1.61301], [6.29884, -1.73200, 0.74626], [5.63075, -1.19371, -0.54282], [4.46662, -2.10337, -1.07131], [3.30726, -1.11392, -1.47339], [2.58062, -0.74967, -0.16146], [1.19354, -0.09431, -0.30073], [0.43730, -0.45780, 1.02830], [1.19383, 0.03877, 2.30284], [-1.06775, -0.10487, 1.04739], [-1.78341, -0.42734, 2.36437], [-2.02971, -1.95330, 2.54885], [0.41920, -0.85981, -1.29523], [-0.49061, 0.06394, -2.22307], [-0.13368, 0.05954, -3.58892], [-1.87020, -0.18671, -2.08970], [-0.21316, 1.46080, -1.39345], [1.08703, 1.33469, -0.85013], [2.24216, 1.86617, -2.35506], [1.17383, 2.80630, 0.28635], [0.28768, 2.75083, 1.39537], [0.84796, 3.94097, -0.51381], [2.90498, 3.12332, 0.91720], [2.86256, 2.99923, 2.22917], [3.79799, 2.23014, 0.47549], [3.45937, 4.53051, 0.51559], [2.73771, 5.50927, 0.96646], [4.67321, 4.61187, 1.04616], [3.61469, 4.55480, -0.78910], [7.50376, 0.90170, 0.14611], [8.41766, 0.90333, 1.62367], [8.80003, -0.33020, 0.44194], [7.50406, -1.16762, 2.40482], [6.21795, -0.01729, 2.13991], [7.06054, -2.46710, 0.46175], [5.51930, -2.22257, 1.34474], [6.40296, -1.15363, -1.32040], [5.29874, -0.16474, -0.34746], [4.16711, -2.78988, -0.27953], [4.82858, -2.60377, -1.96645], [3.83393, -0.26119, -1.90048], [2.66937, -1.58556, -2.22298], [3.26918, -0.13969, 0.43037], [2.48092, -1.68199, 0.40000], [0.48504, -1.55032, 1.08295], [2.08817, 0.61864, 2.05091], [1.47444, -0.78272, 2.96336], [0.55457, 0.74169, 2.83602], [-1.54026, -0.73657, 0.28620], [-1.29535, 0.92368, 0.76180], [-2.74673, 0.10094, 2.31901], [-1.27719, -0.05863, 3.26432], [-2.83996, -2.08586, 3.27029], [-2.28542, -2.36460, 1.56795], [-1.12452, -2.42291, 2.95123], [1.02652, -4.51179, -3.83079], [1.48897, -4.23474, -2.11590], [2.96605, -4.37115, -2.02453], [0.75710, -5.74722, -1.47947], [1.42087, -3.68954, -4.42575], [1.45136, -5.45326, -4.18017], [-0.06014, -4.53220, -3.91502], [1.19403, -6.61083, -1.97833], [-0.32032, -5.72769, -1.64032], [0.96159, -5.80133, -0.41089], [0.39283, 9.60259, -0.94585], [2.19164, 9.58963, -0.90147], [2.66835, 10.46686, -2.00151], [2.37664, 7.88830, -1.45365], [0.05428, 10.59953, -0.66992], [0.04609, 9.36458, -1.95176], [0.00604, 8.87636, -0.23031], [1.90153, 7.76004, -2.42648], [1.92575, 7.21728, -0.72295], [3.44011, 7.67072, -1.53738], [-6.00891, 2.87205, 1.80193], [-5.37764, 1.24184, 1.40984], [-3.89043, 1.34085, 1.33507], [-5.99262, 1.20649, -0.27766], [-5.70112, 3.12259, 2.81634], [-5.59810, 3.60507, 1.10641], [-7.10013, 2.85707, 1.73994], [-5.58130, 2.04654, -0.83773], [-7.08210, 1.25588, -0.26388], [-5.67391, 0.27178, -0.73645], [-11.12795, 4.24824, 1.63312], [-10.48579, 2.61418, 1.24763], [-9.00050, 2.72700, 1.19164], [-11.07890, 2.56910, -0.44895], [-10.83199, 4.49786, 2.65027], [-10.71266, 4.98176, 0.94163], [-12.21575, 4.23572, 1.56420], [-10.66663, 3.40977, -1.00752], [-12.16820, 2.60882, -0.45338], [-10.74849, 1.63501, -0.89943], [1.12372, -9.11992, 0.45252], [0.70371, -9.79625, -1.16108], [-0.15043, -8.79449, -1.85275], [-0.38189, -11.09136, -0.54508], [1.77448, -8.26036, 0.30146], [0.21642, -8.80516, 0.96941], [1.65003, -9.87466, 1.03715], [-1.19239, -10.64961, 0.03520], [0.19198, -11.78348, 0.07158], [-0.79390, -11.62362, -1.40024]],
  "atomic_forces_ev_per_a": [[-0.2, 0.6, 0.8], [0.8, -0.5, -0.1], [-0.5, 0.6, -0.2], [0.4, -0.8, 0.4], [0.4, 2.2, -0.2], [1.0, -1.2, 0.7], [0.4, 0.2, -1.4], [0.0, -1.7, 1.2], [-0.1, 1.0, 0.9], [-0.3, 0.6, -0.5], [0.0, -0.3, 0.0], [-0.4, -0.5, 0.2], [0.4, 1.1, 0.0], [0.0, 1.0, -1.2], [-1.9, -0.5, -0.1], [2.1, 0.4, -0.2], [-0.9, -0.3, 1.4], [0.7, -0.9, -0.1], [0.0, 0.7, -0.5], [0.5, -0.2, 0.4], [-2.2, 2.1, 0.0], [0.4, -1.6, 1.1], [0.9, 0.3, -1.4], [0.5, -0.4, -0.2], [-0.2, 0.3, 0.8], [0.1, -0.4, -0.5], [0.5, -1.5, 0.0], [-0.8, 0.8, 0.2], [0.5, 0.1, 0.5], [-0.3, 0.5, -0.7], [0.1, -0.3, -0.2], [0.0, -0.1, -0.2], [-0.3, -0.1, -0.2], [-0.2, 0.1, 0.0], [-0.1, -0.1, -0.3], [-0.2, -0.1, 0.2], [0.3, -0.1, 0.0], [-0.2, 0.3, 0.1], [-0.1, -0.2, -0.1], [-0.1, -0.2, -0.4], [-0.3, -0.4, 0.3], [-0.4, 0.0, -0.2], [-0.2, 0.2, 0.2], [-0.3, 0.2, 0.0], [-0.4, 0.2, 0.0], [0.1, 0.1, -0.5], [0.0, -0.3, 0.1], [0.0, 0.1, -0.1], [0.1, -0.2, 0.1], [-0.1, 0.2, 0.1], [0.3, 0.0, 0.2], [0.5, -0.4, 0.1], [0.1, 0.1, -0.3], [0.1, -0.3, -0.2], [-0.1, -0.3, 0.3], [-0.2, -0.2, -0.2], [0.0, -0.1, -0.1], [-0.3, 0.1, 0.0], [0.0, -0.3, -0.1], [0.1, -0.1, 0.0], [0.0, 0.0, 0.1], [0.0, 0.0, 0.1], [0.0, 0.0, 0.0], [0.0, 0.0, -0.1], [0.0, 0.0, 0.0], [0.0, 0.1, 0.0], [-0.1, 0.0, 0.0], [0.0, 0.0, 0.1], [-0.1, 0.0, 0.0], [0.0, -0.1, -0.1], [0.1, 0.0, 0.0], [0.1, 0.0, 0.0], [0.0, 0.0, 0.0], [0.0, 0.1, 0.0], [0.0, 0.0, 0.0], [0.0, 0.1, 0.0], [-0.1, 0.2, 0.1], [-0.1, 0.1, 0.0], [-0.3, 0.3, -0.2], [-0.1, 0.0, -0.2], [0.1, -0.1, 0.0], [0.1, -0.1, 0.0], [0.3, 0.0, 0.0], [0.1, 0.0, 0.1], [0.0, 0.0, 0.1], [0.1, 0.0, 0.1], [0.0, 0.1, 0.0], [-0.1, -0.1, 0.1], [-0.3, 0.0, -0.2], [0.0, 0.1, -0.1], [0.0, -0.1, 0.0], [0.0, -0.1, 0.0], [0.0, -0.1, 0.0], [0.0, 0.0, 0.1], [0.0, 0.0, 0.0], [0.0, 0.0, 0.1], [0.0, 0.1, 0.1], [0.1, -0.1, 0.0], [0.0, 0.0, 0.1], [-0.1, 0.0, 0.1], [0.0, 0.0, -0.1], [0.0, 0.0, -0.1], [0.0, 0.0, 0.0], [0.0, 0.1, 0.0], [0.0, 0.0, 0.0], [0.1, 0.1, 0.0]],
  "lowdin_charge": [-0.120, -0.273, -0.219, -0.205, -0.187, -0.206, -0.115, -0.372, -0.247, -0.033, -0.177, -0.241, -0.089, -0.159, 0.584, -0.224, -0.204, -0.224, -0.722, 0.979, 0.733, -0.216, -0.281, -0.478, 0.153, 0.106, -0.637, 0.217, 0.192, 0.175, 0.065, 0.067, 0.074, 0.100, 0.102, 0.113, 0.103, 0.112, 0.090, 0.090, 0.099, 0.052, 0.089, 0.109, 0.130, 0.139, 0.054, 0.092, 0.068, 0.100, 0.099, 0.060, 0.099, 0.066, 0.071, 0.062, -0.252, 0.808, -0.533, -0.275, 0.052, 0.061, 0.057, 0.040, 0.061, 0.047, -0.274, 0.800, -0.555, -0.274, 0.048, 0.057, 0.052, 0.063, 0.036, 0.051, -0.268, 0.840, -0.554, -0.260, 0.052, 0.063, 0.002, 0.061, 0.039, 0.050, -0.267, 0.837, -0.570, -0.267, 0.051, 0.060, 0.054, 0.060, 0.054, 0.051, -0.270, 0.808, -0.556, -0.272, 0.041, 0.061, 0.054, 0.059, 0.053, 0.050],
  "homo_ev": -8.5,
  "molar_mass_g_mol": 944.1,
  "orbital_gap_ev": 8.76,
  "e_above_lowest_kj_mol": 75.2
}

2.
{
  "formula": "C35H32IO2",
  "method": "the ωB97M-V functional and the def2-TZVPD basis",
  "species": ["C", "C", "C", "C", "C", "C", "C", "C", "C", "C", "C", "C", "C", "C", "C", "C", "C", "C", "C", "C", "C", "H", "H", "H", "H", "H", "H", "H", "H", "H", "H", "H", "H", "H", "H", "H", "H", "H", "C", "C", "C", "C", "C", "O", "C", "I", "C", "C", "C", "C", "C", "C", "C", "O", "C", "H", "H", "H", "H", "H", "H", "H", "H", "H", "H", "H", "H", "H", "H", "H"],
  "positions_angstrom": [[3.46627, -3.28997, 3.81294], [2.09730, -3.56534, 3.92656], [1.15460, -2.59175, 3.59878], [1.55977, -1.31976, 3.11646], [0.56095, -0.27616, 2.81378], [-0.68030, -0.75114, 2.33216], [-1.85277, -0.07274, 2.08400], [-3.15702, -0.55612, 2.45209], [-4.19492, 0.38189, 2.68962], [-5.38382, -0.01331, 3.28555], [-5.60582, -1.36778, 3.57594], [-4.63740, -2.32238, 3.23122], [-3.41742, -1.92830, 2.68649], [0.86769, 1.13462, 3.07243], [0.10337, 2.22320, 2.59329], [0.50040, 3.54878, 2.73258], [1.65562, 3.85610, 3.45109], [2.39088, 2.81528, 4.03087], [1.97682, 1.49480, 3.88727], [2.94222, -1.10599, 2.90374], [3.88582, -2.05449, 3.30104], [4.20087, -4.03724, 4.11706], [1.76212, -4.54366, 4.27263], [0.09152, -2.80958, 3.73360], [-0.71439, -1.83177, 2.14505], [-1.85936, 0.93896, 1.69276], [-4.01783, 1.42933, 2.43769], [-6.13827, 0.73589, 3.52707], [-6.52759, -1.67890, 4.06736], [-4.82542, -3.38481, 3.39330], [-2.64731, -2.66188, 2.43972], [-0.83288, 2.05502, 2.08413], [-0.10763, 4.32940, 2.26989], [1.95703, 4.89503, 3.57827], [3.29550, 3.03427, 4.59825], [2.53882, 0.71887, 4.40947], [3.27505, -0.18338, 2.42158], [4.94967, -1.82580, 3.20504], [-5.14776, -0.49435, -2.96729], [-3.84423, 0.05782, -2.39931], [-3.17735, 0.90996, -3.47916], [-4.08566, 0.91636, -1.13880], [-2.78117, 1.42064, -0.49779], [-2.77436, 2.43833, 0.21818], [-1.60408, 0.61210, -0.69588], [0.34166, 1.44892, -0.68143], [0.20870, 3.37649, -1.66597], [0.11452, 4.56088, -0.94451], [0.01613, 5.77716, -1.64332], [0.01727, 5.77922, -3.04212], [0.10453, 4.57815, -3.75398], [0.20669, 3.36460, -3.05847], [-1.64694, -0.72312, -1.25171], [-0.69139, -1.50353, -1.16151], [-2.94749, -1.12906, -1.96403], [-5.66919, -1.12828, -2.24143], [-5.82062, 0.31556, -3.27087], [-4.93332, -1.10151, -3.85560], [-2.25009, 1.36654, -3.11866], [-2.96043, 0.29093, -4.35839], [-3.87058, 1.70665, -3.78079], [-4.70091, 1.79492, -1.37639], [-4.63545, 0.30334, -0.40252], [0.11155, 4.54550, 0.14319], [-0.06029, 6.71596, -1.09184], [-0.05511, 6.72316, -3.58446], [0.09491, 4.57236, -4.84458], [0.28361, 2.42194, -3.59673], [-3.53338, -1.75589, -1.26890], [-2.69361, -1.74720, -2.83731]],
  "atomic_forces_ev_per_a": [[-0.2, 0.3, -0.1], [0.1, 0.2, -0.1], [0.2, 0.2, -0.1], [0.4, -0.6, 0.0], [-1.2, -0.3, -0.8], [1.6, -0.6, -0.1], [-0.9, 0.8, 0.1], [-0.5, -0.7, -0.4], [0.4, 0.0, -0.1], [-0.1, -0.3, 0.0], [0.4, 0.3, -0.2], [0.3, -0.1, -0.2], [-0.2, 0.2, 0.3], [0.4, 1.0, 0.9], [0.0, 0.0, -0.1], [0.0, -0.3, 0.1], [0.1, -0.3, 0.0], [-0.2, 0.2, 0.0], [0.1, -0.3, -0.3], [-0.1, 0.0, 0.2], [-0.3, -0.1, -0.1], [-0.2, 0.2, -0.1], [0.1, 0.3, 0.0], [0.4, 0.1, 0.1], [-0.1, 0.3, 0.5], [-0.1, -0.2, 0.6], [-0.1, -0.2, 0.1], [0.2, -0.3, -0.1], [0.2, 0.1, -0.2], [0.0, 0.3, 0.0], [-0.3, 0.1, 0.1], [0.4, 0.3, 0.0], [0.1, -0.2, 0.4], [0.0, -0.3, 0.0], [-0.3, -0.1, 0.0], [-0.2, 0.3, -0.2], [-0.1, -0.3, 0.3], [-0.4, -0.2, -0.1], [-0.1, -0.1, 0.0], [0.4, -0.1, 0.5], [-0.1, 0.0, -0.1], [0.1, -0.3, -0.2], [0.4, 0.6, 0.6], [0.0, -0.5, -0.5], [-0.8, -0.1, -0.7], [-0.4, 0.3, -0.1], [-0.3, -0.1, -0.3], [-0.1, 0.2, 0.1], [0.1, -0.5, -0.1], [0.0, -0.2, 0.1], [0.1, -0.1, 0.5], [0.0, 0.0, -0.2], [0.7, -0.3, -0.3], [-0.6, 0.7, -0.2], [-0.2, 0.3, 0.2], [0.0, 0.1, -0.1], [0.1, -0.1, 0.1], [-0.1, 0.1, 0.1], [-0.1, 0.0, -0.2], [0.0, 0.2, 0.1], [0.2, -0.1, 0.0], [0.2, -0.1, 0.2], [0.2, 0.3, 0.0], [0.0, 0.0, -0.3], [0.0, -0.3, -0.1], [0.0, -0.3, 0.2], [0.0, 0.0, 0.3], [0.0, 0.2, 0.0], [0.2, 0.0, -0.2], [0.1, 0.1, 0.4]],
  "lowdin_charge": [-0.052, -0.056, -0.013, -0.168, -0.049, -0.017, 0.032, -0.185, 0.001, -0.048, -0.035, -0.051, 0.002, -0.156, -0.080, -0.070, -0.044, -0.049, -0.015, -0.037, -0.053, 0.114, 0.114, 0.113, 0.119, 0.055, 0.124, 0.118, 0.117, 0.115, 0.118, 0.060, 0.108, 0.116, 0.116, 0.118, 0.122, 0.115, -0.050, -0.559, -0.029, -0.050, -0.480, -0.017, -0.437, 1.748, -0.480, -0.107, -0.053, -0.059, -0.057, -0.136, -0.493, -0.015, -0.051, 0.088, 0.092, 0.093, 0.068, 0.097, 0.097, 0.139, 0.131, 0.078, 0.116, 0.116, 0.116, 0.102, 0.134, 0.140],
  "homo_ev": -10.7,
  "molar_mass_g_mol": 611.5,
  "orbital_gap_ev": 5.71,
  "charge": 1,
  "e_above_lowest_kj_mol": 0.0
}